1.
Computed, not measured: C21H42NO24Tl as an isolated structure at a distorted geometry, with ωB97M-V/def2-TZVPD.

```
89
Properties=species:S:1:pos:R:3:forces:R:3
Tl -3.6690 -1.2276 -2.7358 0.038 -0.179 0.094
N -1.3493 -0.2291 -0.3477 -0.454 -0.390 -0.126
O -1.6764 0.4824 -1.3122 0.238 0.088 0.207
O -0.5611 0.1953 0.4751 0.039 0.066 0.031
O -1.8488 -1.3473 -0.2491 0.361 0.103 0.132
C -3.0092 -4.5983 0.0517 -0.608 0.223 -0.069
O -1.6218 -4.7619 -0.2550 -0.340 -0.233 0.087
C -1.2249 -4.3229 -1.4270 -0.041 0.362 0.199
O -1.8298 -3.5065 -2.1143 -0.246 0.221 -0.099
O -0.0761 -4.8372 -1.7200 0.491 -0.161 -0.123
C 0.6923 -4.2319 -2.7790 -0.154 0.521 -0.311
H -3.2651 -3.5445 0.1638 0.154 -0.042 0.027
H -3.2023 -5.1261 0.9782 0.194 -0.040 0.044
H -3.6382 -5.0145 -0.7361 0.151 -0.095 -0.017
H 0.0951 -4.0751 -3.6750 -0.048 -0.378 0.029
H 1.5250 -4.8995 -2.9511 0.074 0.017 -0.022
H 1.0223 -3.2382 -2.4731 0.155 -0.223 0.183
C 0.6305 -1.5616 3.0365 -0.296 0.351 -1.257
O 1.1429 -1.1029 4.2577 0.647 -0.133 0.015
C 0.3200 -0.9121 5.2941 -0.940 -0.015 0.139
O -0.8666 -0.7076 5.1727 -0.052 -0.048 -0.160
O 0.9893 -0.9969 6.4099 0.792 0.043 -0.338
C 0.3649 -0.6412 7.6390 -0.173 0.690 0.937
H 1.3387 -1.2684 2.2596 0.385 -0.303 0.264
H -0.3077 -1.1197 2.6809 -0.254 0.165 0.813
H 0.4982 -2.6455 3.0204 0.106 -0.074 0.211
H 0.8334 0.2578 8.0503 0.101 0.009 -0.450
H 0.5708 -1.4127 8.3752 -0.249 -0.321 -0.279
H -0.6919 -0.4344 7.5074 -0.064 -0.298 -0.004
C 5.4225 -3.7191 -0.7000 0.474 -0.285 0.386
O 4.7111 -3.5040 -1.9218 -0.314 -0.063 -0.181
C 3.8217 -2.5401 -2.0388 0.103 -0.124 0.377
O 3.2475 -2.3029 -3.0659 -0.175 0.140 -0.344
O 3.6035 -1.8906 -0.8794 0.429 0.033 -0.077
C 2.8761 -0.6800 -0.9576 -0.608 0.486 0.251
H 5.9048 -4.6863 -0.8121 0.013 0.054 -0.139
H 4.7859 -3.7690 0.1799 -0.223 0.159 -0.157
H 6.1880 -2.9578 -0.5646 -0.078 0.081 -0.022
H 1.8915 -0.8292 -0.4999 0.060 -0.028 -0.067
H 2.7398 -0.3246 -1.9772 0.130 -0.218 -0.084
H 3.4005 0.0870 -0.3887 0.134 -0.151 0.036
C 4.3340 4.7792 5.1843 -0.446 -0.364 -0.195
O 3.9451 4.1867 3.9138 0.145 0.055 -0.056
C 2.9953 3.2888 3.9496 -0.025 -0.002 0.087
O 2.3785 2.9126 4.9146 -0.085 -0.027 0.173
O 2.7987 2.8093 2.7104 0.066 0.115 0.029
C 1.6167 2.0594 2.4916 -0.116 -0.041 -0.617
H 3.4468 4.9013 5.8003 0.042 0.148 0.034
H 4.7815 5.7251 4.9150 0.150 0.039 0.119
H 5.0218 4.1003 5.6796 0.161 0.114 0.012
H 1.8447 1.4158 1.6444 0.006 -0.178 0.121
H 0.8159 2.7332 2.1664 -0.039 0.054 0.233
H 1.2985 1.4913 3.3612 0.092 -0.006 0.047
C -0.9420 3.6601 -0.4283 0.313 -0.387 0.037
O -1.8567 3.9959 -1.4533 -0.660 0.000 -0.011
C -1.3389 4.5719 -2.5439 0.008 0.066 -0.022
O -0.1647 4.7444 -2.7250 0.392 -0.045 -0.108
O -2.3177 4.8884 -3.3675 -0.116 0.059 0.057
C -1.9221 5.5574 -4.5786 0.469 -0.351 -0.515
H -1.5135 3.5066 0.4834 -0.105 0.254 -0.001
H -0.1778 4.4268 -0.3237 -0.002 -0.010 0.113
H -0.4701 2.7005 -0.6661 0.147 0.134 -0.092
H -1.3907 6.4876 -4.3925 -0.300 0.113 0.262
H -2.8316 5.6850 -5.1511 -0.072 0.229 0.100
H -1.2327 4.9352 -5.1563 -0.124 -0.116 0.154
C 1.7311 -1.6247 -5.7455 0.560 0.627 -0.056
O 0.6754 -1.8284 -4.7778 -0.164 -0.663 -0.217
C 0.1895 -0.8485 -4.0971 0.662 0.559 -0.497
O -0.8023 -1.0053 -3.3918 -0.521 0.137 0.634
O 0.8339 0.2967 -4.2435 -0.349 -0.331 0.074
C 0.3693 1.4468 -3.5219 0.345 0.595 -0.120
H 2.1349 -2.6011 -5.9763 -0.204 -0.127 -0.015
H 2.5190 -1.0082 -5.3236 -0.001 -0.112 0.142
H 1.3354 -1.1167 -6.6227 -0.152 -0.208 -0.022
H 0.7135 1.3938 -2.4907 -0.209 -0.078 0.052
H -0.7058 1.5815 -3.6045 -0.055 -0.232 0.104
H 0.8579 2.2942 -3.9967 0.011 -0.050 0.020
C -4.8828 -1.8989 1.9117 0.627 -0.178 -0.477
O -5.0848 -0.4868 1.8529 0.063 0.194 0.011
C -5.0560 0.0843 0.6695 -0.157 0.588 0.254
O -5.0625 -0.4872 -0.4016 0.440 -0.529 -0.636
O -5.0266 1.3970 0.8256 0.252 -0.130 0.191
C -4.8518 2.2150 -0.3316 -0.125 0.073 -0.631
H -5.5026 -2.4301 1.1919 -0.430 0.046 0.347
H -5.0252 -2.1596 2.9513 -0.296 -0.214 -0.041
H -3.8501 -2.1392 1.6275 -0.037 0.262 0.216
H -4.2328 1.7408 -1.0962 0.049 -0.156 0.225
H -4.3597 3.1285 -0.0166 -0.122 0.019 0.179
H -5.8139 2.4381 -0.7917 -0.039 0.041 0.165
```
Forces are in eV/Å.

## Properties
Total charge   +2
LUMO   -0.4774 Ha
Frontier orbital gap   2.05 eV
Electronic energy   -2857.48667 a.u.
Max |F|   1.34 eV/A
ΔE to the lowest compared entry with this formula, charge and spin   0.0 kJ/mol

Here are the Löwdin charges for atoms 1 to 5, given in e: Tl 1.18; N -0.52; O 0.08; O 0.20; O 0.12

=====

2.
Computed, not measured: a 7-piece molecular cluster, C21H42O13 overall at a distorted geometry, with ωB97M-V/def2-TZVPD.

```
76
Properties=species:S:1:pos:R:3:forces:R:3
C -2.3737 1.1849 -3.9268 0.525 0.627 -0.286
O -3.1201 2.4105 -4.0608 -2.351 -2.578 0.077
C -2.5310 3.5391 -4.0223 5.231 2.020 -0.078
O -1.3305 3.7428 -3.7467 -2.303 -0.649 0.134
O -3.3055 4.4699 -4.4965 -2.482 0.301 -0.508
C -3.0466 5.8341 -4.3078 1.364 1.067 -0.023
H -3.0029 0.3001 -4.0226 -0.555 0.556 0.239
H -1.8789 1.2097 -2.9559 0.369 -0.246 -0.393
H -1.7195 1.1619 -4.7983 0.566 -0.101 0.465
H -2.1976 6.1641 -4.9064 0.384 -0.334 0.069
H -2.8113 6.0481 -3.2652 -0.231 0.017 -0.016
H -3.8427 6.4731 -4.6900 -0.546 -0.699 0.345
C -7.8631 3.9669 -1.8756 -0.028 -1.275 1.651
O -6.4626 4.2753 -1.8960 -1.533 2.133 -2.136
C -5.5751 3.7491 -1.1264 1.768 1.693 0.162
O -5.6612 2.7330 -0.5250 0.300 -1.101 0.823
O -4.4793 4.6477 -1.1327 -1.568 -1.323 0.366
C -3.3352 4.1226 -0.4609 0.151 0.100 0.213
H -8.1013 3.7399 -0.8364 -0.122 -0.290 0.066
H -8.1011 3.0776 -2.4593 0.239 0.154 -0.180
H -8.5469 4.7809 -2.1164 0.931 0.394 -0.544
H -2.6283 4.9213 -0.2363 -0.085 0.218 -0.742
H -2.9150 3.3798 -1.1390 0.410 -0.158 0.522
H -3.5631 3.7601 0.5415 -0.337 -0.586 -0.265
C -2.8709 0.1451 -0.1767 0.141 -0.423 -1.740
O -1.8333 -0.3125 0.6511 2.021 -0.491 1.382
C -0.8231 -1.0844 0.1841 0.216 -1.490 -0.748
O -0.5690 -1.3352 -0.9937 -0.405 0.708 2.719
O -0.2010 -1.6548 1.3095 -2.913 1.771 -0.696
C 0.8853 -2.5184 1.2393 1.263 -0.305 -0.815
H -2.5365 0.8485 -0.9394 0.307 0.259 0.268
H -3.6507 0.6263 0.4136 0.162 -0.448 0.115
H -3.1571 -0.7320 -0.7570 -0.874 0.109 0.067
H 1.0904 -3.0105 2.1900 -0.376 0.693 0.430
H 1.7216 -1.8719 0.9731 0.495 -0.756 -0.207
H 0.7452 -3.3792 0.5855 -0.081 0.401 -0.654
C 2.5613 0.9072 0.9195 -0.621 -0.472 -0.456
C 2.9429 1.3687 2.2828 0.227 -0.092 -0.580
O 3.1337 2.5387 2.4255 0.226 1.802 0.614
C 3.1641 0.4119 3.4009 -0.248 0.581 0.297
H 1.4795 0.7738 0.9175 -0.224 -0.267 0.037
H 3.0149 -0.0427 0.6367 0.069 0.053 -0.059
H 2.7354 1.7037 0.1961 0.305 -0.160 0.082
H 3.4319 1.0067 4.2741 0.357 -0.105 -0.085
H 3.9719 -0.2297 3.0488 -0.346 -0.605 0.469
H 2.2175 -0.0548 3.6732 0.199 -0.735 -0.316
C -3.5050 -2.1193 3.3138 -0.673 0.430 0.406
C -2.9128 -1.0311 4.2102 -1.139 1.629 0.877
O -3.6168 -0.1219 4.6733 0.650 -1.691 -1.230
C -1.5085 -1.0776 4.6516 1.666 -0.530 -0.088
H -3.3029 -2.1087 2.2427 0.396 0.594 0.087
H -4.5680 -1.9241 3.4553 -0.149 -0.465 -0.255
H -3.2529 -3.1334 3.6240 0.066 0.105 0.360
H -1.1664 -2.0998 4.8131 -0.132 -0.170 0.199
H -1.2764 -0.4682 5.5250 -0.481 -0.052 -0.003
H -0.8259 -0.7366 3.8733 -0.177 0.161 -0.416
C 5.1153 -5.3217 -2.0349 -0.641 -0.206 -1.026
C 3.8894 -4.5691 -2.4758 0.316 -1.070 -0.356
O 3.3827 -4.9538 -3.5100 -0.713 1.142 0.389
C 3.4154 -3.4983 -1.5277 -0.041 0.367 -1.516
H 5.8866 -4.5518 -2.0117 0.508 -0.695 0.599
H 5.2368 -6.0288 -2.8555 0.650 0.072 0.093
H 4.8779 -5.9333 -1.1645 0.570 0.539 0.512
H 3.1622 -4.0576 -0.6270 -0.397 0.629 0.194
H 2.6649 -2.8995 -2.0436 -0.747 -0.431 0.567
H 4.1817 -2.7471 -1.3364 0.324 -0.426 0.349
C 6.8058 -1.7733 2.5436 -0.467 1.602 0.264
C 5.8345 -2.3033 1.5179 -1.421 -0.902 -0.138
O 4.6145 -2.1026 1.5090 2.166 0.134 0.251
C 6.4740 -3.2049 0.5000 0.871 0.009 -0.399
H 7.5424 -1.1194 2.0769 0.188 -0.251 -0.523
H 7.3860 -2.4912 3.1234 -0.386 -0.297 -0.149
H 6.2924 -1.0520 3.1793 -0.186 -0.438 0.452
H 5.9930 -3.2185 -0.4781 -0.084 0.063 0.428
H 6.5985 -4.2260 0.8604 -0.572 -0.143 0.225
H 7.5204 -2.9244 0.3796 0.040 0.324 -0.239
```
Forces are in eV/Å.

## Properties
Structure (SMILES)   COC(=O)OC.COC(=O)OC.COC(=O)OC.CC(C)=O.CC(C)=O.CC(C)=O.CC(C)=O
LUMO   0.0142 Ha
Frontier orbital gap   9.71 eV
Electronic energy   -1803.38992 a.u.
Max |F|   5.61 eV/A
ΔE to the lowest compared entry with this formula, charge and spin   125.5 kJ/mol

Here are the Löwdin charges for atoms 1 to 5, given in e: C 0.01; O 0.02; C -0.67; O 0.08; O 0.02

=====

3.
Computed, not measured: a 7-piece molecular cluster, C21H42O21 overall at a distorted geometry, with ωB97M-V/def2-TZVPD.

```
84
Properties=species:S:1:pos:R:3:forces:R:3
C -3.2139 -1.5707 0.7386 0.532 -0.260 -1.121
O -4.5264 -1.9126 1.2233 -0.294 0.594 0.792
C -4.6216 -2.8245 2.2262 -1.068 0.531 0.205
O -3.8034 -3.6531 2.4783 -0.073 0.043 0.090
O -5.8091 -2.7541 2.9442 2.551 -1.171 0.081
C -6.7064 -1.6944 2.8556 -0.994 0.429 -1.628
H -3.2277 -0.7142 0.0646 -0.944 0.505 0.497
H -2.8678 -2.3032 0.0094 0.155 -0.636 0.619
H -2.4569 -1.3481 1.4906 -0.307 -0.433 0.277
H -7.4836 -1.7232 3.6192 0.682 -0.242 0.556
H -7.2701 -1.9193 1.9502 -0.143 0.818 -0.372
H -6.2108 -0.7248 2.8074 -0.143 -0.034 0.018
C -2.9959 2.3525 1.5524 0.440 -2.243 -1.738
O -3.0132 3.4182 2.4028 1.156 2.134 1.666
C -2.1939 4.5178 2.2207 -1.766 -1.934 -7.002
O -1.6736 4.7864 1.1022 -0.172 -1.121 3.551
O -2.4715 5.3360 3.1312 -0.559 0.955 2.778
C -1.7681 6.5366 3.1413 0.798 1.700 0.051
H -3.0435 2.5577 0.4830 -0.185 0.695 -0.013
H -3.8331 1.6964 1.7905 -0.143 0.286 0.193
H -2.1114 1.7208 1.6350 0.297 0.088 0.385
H -2.0144 7.2294 2.3366 -0.233 -0.493 -0.456
H -0.7033 6.3167 3.0641 0.012 0.297 0.327
H -2.0646 7.0820 4.0372 0.372 -0.428 0.221
C -0.6395 -3.1694 3.5370 0.324 0.306 -0.191
O -0.9687 -3.9018 2.3317 0.141 0.148 0.320
C -0.9131 -5.2399 2.3716 1.266 -1.044 2.078
O -0.5159 -5.9294 3.3245 -1.215 1.876 -2.462
O -1.2727 -5.7850 1.2022 1.864 -1.476 2.296
C -1.6679 -5.0724 0.1253 -2.830 1.519 -1.978
H -1.4377 -3.1923 4.2789 0.093 -0.552 -0.084
H -0.4964 -2.1208 3.2761 -0.293 -0.090 -0.552
H 0.3332 -3.4748 3.9225 -0.294 -0.505 0.244
H -2.1053 -5.8058 -0.5520 0.130 0.044 -0.140
H -1.0307 -4.4171 -0.4686 1.112 -0.325 0.534
H -2.4831 -4.4146 0.4268 -0.203 0.047 -0.057
C 1.5547 5.0522 -1.8661 0.468 -0.804 0.957
O 2.9440 5.4879 -1.6842 0.089 0.885 0.192
C 3.9264 4.5926 -1.6550 1.105 -2.404 0.133
O 3.8649 3.4808 -2.1502 -0.045 0.998 0.264
O 5.0386 4.9972 -0.9408 -2.256 1.524 -0.897
C 6.2556 4.2472 -0.9371 -0.319 0.656 -0.252
H 1.4793 4.1242 -2.4328 0.257 0.241 -0.205
H 0.8967 5.8292 -2.2552 0.802 0.223 -0.294
H 1.1951 4.8463 -0.8579 -0.087 -0.060 -0.002
H 6.5350 3.9503 -1.9480 -0.401 -0.851 0.207
H 6.1400 3.5113 -0.1413 0.474 -0.443 -0.570
H 7.0306 4.9733 -0.6917 -0.169 0.024 0.458
C 4.5938 -2.6813 -5.0828 -0.768 0.452 -0.310
O 4.3815 -3.7779 -4.1997 0.323 0.154 2.172
C 4.1795 -3.5292 -2.8561 -0.506 0.016 0.020
O 4.0669 -2.4761 -2.2696 0.257 -0.448 -1.145
O 4.0514 -4.7226 -2.2597 -0.081 -1.001 0.168
C 3.5888 -4.8211 -0.8938 -0.065 -0.130 0.478
H 5.0210 -1.7818 -4.6394 0.194 -0.335 0.339
H 3.6115 -2.4036 -5.4650 0.009 0.129 -0.168
H 5.1958 -3.0357 -5.9195 0.059 -0.062 0.273
H 3.2875 -5.8186 -0.5738 -0.360 -0.552 -1.511
H 2.7101 -4.1997 -0.7209 0.477 0.354 0.031
H 4.3707 -4.7634 -0.1366 0.397 1.380 -0.344
C -3.3424 1.4431 -3.0959 0.116 0.326 -0.763
O -2.1485 1.1705 -2.4113 0.019 -0.180 2.048
C -1.1155 0.6424 -3.0359 -0.090 0.963 -2.777
O -1.1308 0.3075 -4.2306 0.581 0.111 3.022
O -0.0823 0.7811 -2.1821 -0.414 -0.573 -0.792
C 1.1144 0.1306 -2.5570 1.549 -0.666 0.585
H -4.0553 1.9260 -2.4276 0.245 -0.346 0.319
H -3.7359 0.5085 -3.4956 -0.171 0.353 -0.371
H -3.0575 2.2021 -3.8245 -0.554 -0.344 -0.638
H 0.9764 -0.9450 -2.6672 -0.216 0.093 -0.446
H 1.8157 0.2209 -1.7275 -0.282 0.212 0.326
H 1.6795 0.5689 -3.3796 -0.704 0.056 -0.401
C 0.7862 2.4819 0.8842 0.832 0.261 0.127
O 1.6463 1.4033 1.3098 0.666 -0.947 -0.074
C 1.2240 0.1450 1.5470 0.682 0.804 -0.833
O 0.0862 -0.1012 1.8070 -0.751 -1.081 0.184
O 2.2864 -0.7022 1.4212 -0.429 1.271 0.065
C 2.1142 -2.1153 1.2989 -0.068 -0.001 1.166
H 1.5330 3.2759 0.8837 -0.391 0.314 -0.010
H -0.0337 2.7625 1.5453 0.154 -0.508 0.116
H 0.4401 2.3727 -0.1436 -0.133 -0.465 0.123
H 1.8234 -2.3634 0.2781 -0.150 -0.140 0.278
H 1.4866 -2.4965 2.1044 -0.806 0.125 -0.556
H 3.0519 -2.5857 1.5950 0.394 0.391 -0.674
```
Forces are in eV/Å.

## Properties
Structure (SMILES)   COC(=O)OC.COC(=O)OC.COC(=O)OC.COC(=O)OC.COC(=O)OC.COC(=O)OC.COC(=O)OC
LUMO   0.0123 Ha
Frontier orbital gap   10.78 eV
Electronic energy   -2405.30837 a.u.
Max |F|   7.48 eV/A
ΔE to the lowest compared entry with this formula, charge and spin   392.1 kJ/mol

Here are the Löwdin charges for atoms 1 to 5, given in e: C -0.02; O -0.01; C -0.52; O 0.16; O -0.02